This record from the Open Molecules 2025 dataset describes a molecular structure, C52H78CaF3O38. The level of theory is the ωB97M-V functional and the def2-TZVPD basis.

Atoms and positions in Å:
Ca -3.37602 -1.98777 -0.12128
C -0.97806 -0.63148 -1.35896
O -1.10024 -1.06709 0.02942
O -2.21707 -0.75419 -1.83472
C -0.25451 0.71123 -1.54551
F 1.05032 0.49164 -1.31817
F -0.41930 1.25794 -2.73816
F -0.66720 1.63753 -0.63962
C 0.04564 -1.06872 0.86999
C -0.29098 -1.77932 2.15495
H -1.13146 -1.23602 2.61405
H -0.52822 -2.82975 1.98542
H 0.54309 -1.69873 2.85176
H 0.44786 -0.06491 1.00766
H 0.86239 -1.62894 0.39558
H -0.29191 -1.39444 -1.77602
C -3.39985 2.62610 -2.20110
C -4.88042 2.74358 -2.00024
C -5.41502 4.17565 -2.18379
O -6.66416 3.97089 -2.80985
C -6.70055 2.73632 -3.36568
O -7.56364 2.32934 -4.06539
O -5.60445 2.01764 -2.98833
H -3.13414 2.90033 -3.22539
H -2.99030 1.62994 -2.02993
H -2.79235 3.29652 -1.58643
H -5.17371 2.40026 -1.00572
H -4.73270 4.71247 -2.85083
H -5.47574 4.69805 -1.23338
C 2.41676 5.54504 -3.52057
C 0.95294 5.88906 -3.31434
C 0.01739 4.67975 -3.54457
O -0.61564 4.47730 -2.29248
C -0.17457 5.37291 -1.39354
O -0.51463 5.38137 -0.24758
O 0.74689 6.19059 -1.91724
H 2.61054 5.46498 -4.59374
H 2.64955 4.56051 -3.11058
H 3.09185 6.28533 -3.09712
H 0.67684 6.69922 -3.98639
H 0.59307 3.81182 -3.87394
H -0.67755 4.85872 -4.36601
C 0.62062 0.00862 5.42497
C 0.69893 1.50269 5.67117
C -0.43097 2.08939 6.53905
O 0.23546 2.56288 7.70875
C 1.56306 2.30917 7.63535
O 2.32581 2.50587 8.51249
O 1.88164 1.78554 6.43036
H 0.27768 -0.49508 6.33240
H 1.56958 -0.34958 5.03781
H -0.19092 -0.18496 4.71184
H 0.77437 2.03731 4.72335
H -1.18521 1.35994 6.83323
H -0.92726 2.93540 6.06301
C 3.53208 -1.06639 -4.64048
C 2.70469 0.10771 -4.13463
C 3.47896 1.43288 -4.16000
O 2.60756 2.33364 -4.83260
C 1.59777 1.64874 -5.41953
O 0.83675 2.11827 -6.20216
O 1.59004 0.36856 -5.00710
H 3.71936 -0.98696 -5.71171
H 2.93792 -1.97145 -4.50261
H 4.44157 -1.16672 -4.05265
H 2.29890 -0.18654 -3.17003
H 4.46282 1.32854 -4.61580
H 3.63666 1.82023 -3.14963
C -2.39008 0.83595 -5.33834
C -2.30342 0.82351 -6.83984
C -1.35691 -0.21427 -7.47627
O -2.23856 -1.08013 -8.18812
C -3.51381 -0.61706 -8.11641
O -4.44808 -1.17335 -8.59395
O -3.58440 0.52149 -7.40490
H -3.08593 1.60106 -4.99812
H -1.41183 1.11857 -4.94569
H -2.68559 -0.12823 -4.92210
H -2.02979 1.81296 -7.20707
H -0.79280 -0.74452 -6.71491
H -0.68919 0.35227 -8.12109
C 6.44803 -0.12197 -0.49672
C 5.72715 -1.44243 -0.63654
C 5.17370 -2.04415 0.66074
O 3.83169 -2.41060 0.32495
C 3.50286 -1.93559 -0.87718
O 2.44839 -2.06802 -1.41831
O 4.51783 -1.20952 -1.39701
H 6.61735 0.28861 -1.49453
H 7.43889 -0.26943 -0.06791
H 5.82848 0.58504 0.05090
H 6.34148 -2.17651 -1.16332
H 5.09617 -1.26567 1.42404
H 5.71044 -2.89694 1.06265
C -0.22914 -2.90022 -4.81413
C 0.33444 -3.63858 -6.01665
C -0.59802 -3.89720 -7.20962
O 0.08485 -3.28850 -8.31867
C 1.21969 -2.70802 -7.91452
O 1.99716 -2.16870 -8.63062
O 1.40375 -2.86614 -6.57760
H -0.98456 -3.51626 -4.32644
H -0.51799 -1.87998 -5.05971
H 0.57131 -2.77424 -4.07693
H 0.73470 -4.57718 -5.62362
H -1.59138 -3.46445 -7.10831
H -0.63820 -4.95116 -7.47564
C -3.53754 -1.14555 6.42128
C -3.63238 -0.36318 5.14061
C -4.99840 -0.46041 4.39782
O -5.34502 0.88644 4.13506
C -4.42729 1.72164 4.66601
O -4.41343 2.89433 4.50605
O -3.49956 1.03996 5.37610
H -4.16158 -0.80479 7.24238
H -2.49273 -1.22877 6.73143
H -3.79386 -2.19543 6.23125
H -2.85261 -0.70230 4.45090
H -5.70526 -1.03194 4.99767
H -4.83885 -0.97979 3.45174
C 2.29628 3.23247 -0.17209
C 3.44365 2.78850 0.70970
C 3.27853 3.22656 2.18561
O 2.98331 2.01245 2.86482
C 3.08964 0.96343 2.03951
O 2.87257 -0.16393 2.36646
O 3.43306 1.34461 0.79812
H 1.41688 2.65019 0.09707
H 2.54984 3.06242 -1.21850
H 2.04287 4.28497 -0.03740
H 4.41004 3.07111 0.29745
H 2.44504 3.91714 2.28098
H 4.19830 3.67075 2.55877
C 2.97379 -3.89808 3.71542
C 3.49100 -5.24769 4.17042
C 3.03549 -5.65278 5.57890
O 2.61846 -7.01368 5.42968
C 2.50261 -7.31564 4.11773
O 2.12240 -8.35259 3.68950
O 2.82748 -6.24022 3.35732
H 3.65306 -3.10926 4.04995
H 1.97288 -3.73100 4.09756
H 3.00744 -3.85825 2.62560
H 4.56687 -5.34886 4.02475
H 2.16574 -5.07502 5.89202
H 3.83123 -5.56470 6.31282
C -0.61136 3.03817 2.20824
C -2.04475 2.69190 2.51538
C -3.08047 3.48946 1.72816
O -3.88062 2.48003 1.08111
C -3.31502 1.30618 1.21112
O -3.69374 0.29602 0.64971
O -2.27636 1.32935 2.02297
H 0.02693 2.20089 2.49892
H -0.33155 3.98601 2.66760
H -0.45945 3.16933 1.13732
H -2.26452 2.69058 3.58003
H -2.65950 4.15845 0.97544
H -3.74016 4.09254 2.34864
C -1.12137 -5.38246 3.14270
C -1.48068 -4.31496 4.17315
C -2.55476 -4.74266 5.17421
O -2.03684 -4.29415 6.42465
C -0.71336 -4.01681 6.30200
O -0.00947 -3.70294 7.19684
O -0.32597 -4.11900 5.00391
H -1.01383 -6.30955 3.70197
H -0.18459 -5.10249 2.66139
H -1.87564 -5.48484 2.35989
H -1.66349 -3.33376 3.72470
H -2.60893 -5.83394 5.19432
H -3.54777 -4.34323 4.98562

Summary:
Spin multiplicity: 1
Charge: +1
M: 1408.23 g/mol
Energy above the lowest of the compared OMol25 structures with the same formula, charge and spin: 4.190 eV
Calculated total energy: -5864.6561 hartree
E_HOMO: -12.08 eV
HOMO-LUMO gap: 6.80 eV